#1
8
Properties=species:S:1:pos:R:3 method="wB97M-V/def2-TZVPD" e_lumo_ev=1.030 orbital_gap_ev=10.07 smiles=NP(N)Br homo_ha=-0.33231
Br -2.49019 0.20469 -0.14899
P -0.49472 -0.26547 0.76996
N 0.36943 1.16195 -0.02894
N 0.14119 -1.30225 -0.30076
H -0.11845 1.92406 0.37353
H 0.81983 -0.88917 -1.02774
H 1.33756 1.34468 0.48284
H 0.43534 -2.17849 -0.11990

---

#2
8
Properties=species:S:1:pos:R:3 method="wB97M-V/def2-TZVPD" e_lumo_ev=-0.627 orbital_gap_ev=9.24 smiles="[H]/N=P/Br.N" homo_ha=-0.36276
Br -0.50418 2.36066 0.65819
P 0.75802 2.27960 -1.19050
N -0.36869 -1.72616 1.00068
N 0.53112 0.89553 -1.73411
H 0.99921 0.40043 -2.44245
H 0.02679 -1.79682 1.95143
H -0.12622 -0.80014 0.61928
H -1.31605 -1.61310 1.13749

---

The structure with the greatest stability is #1.

---

#1
10
Properties=species:S:1:pos:R:3 method="wB97M-V/def2-TZVPD" e_lumo_ev=-0.908 orbital_gap_ev=8.72 homo_ha=-0.35380
I -0.49350 -1.33025 -2.28101
I -2.98223 -0.15680 0.40536
I 1.70013 2.89489 -1.71775
O -0.47260 1.32015 0.66500
C 0.43405 -1.75148 0.74448
C -0.26754 -0.95967 -0.07184
C -0.90924 0.25353 0.34292
H 0.92388 -2.65604 0.53647
H 1.66840 3.89277 -0.42291
H 0.39865 -1.50711 1.79929

---

#2
10
Properties=species:S:1:pos:R:3 method="wB97M-V/def2-TZVPD" e_lumo_ev=-1.082 orbital_gap_ev=8.26 homo_ha=-0.34332
I -4.36222 -3.01392 -1.18680
I -2.00852 -3.13157 -4.00111
I -0.94933 -4.10922 -0.69331
O -0.22369 -0.30155 -0.05045
C -2.32554 -2.82685 -1.76711
C -0.02047 -0.68004 2.34435
C -0.17498 -0.60821 1.06878
H -2.08384 -1.73021 -1.73113
H 0.58023 -1.56167 2.83066
H -0.45298 -0.11768 3.18479

---

The structure with the greatest stability is #1.

---

#1
22
Properties=species:S:1:pos:R:3 method="wB97M-V/def2-TZVPD" e_lumo_ev="3.738 / 3.601" multiplicity=2 orbital_gap_ev="2.88 / 9.34" charge=-1 homo_ha="0.03166 / -0.21097"
O 0.14703 -0.83433 -3.41913
O -3.46468 1.65388 -0.54328
N -0.17034 0.33885 1.72546
C -0.94765 -0.34236 0.63955
C 1.10584 -0.27336 2.07419
C -0.42590 -0.04785 -0.74664
C 2.29039 0.04916 1.12958
H -0.50607 0.96964 -1.14569
H 2.22076 -0.62889 0.28289
H -1.87275 0.23849 0.71133
H 1.38913 -0.01369 3.09487
H 1.00688 -1.36283 2.07059
H 0.57730 -0.34001 -1.02743
H 0.02662 1.26947 1.37404
H -3.28632 0.70714 -0.47467
H 0.93519 -0.75813 -3.98270
H -2.59370 1.99597 -0.78811
H -1.12015 -1.35054 0.99026
H 3.25983 -0.10323 1.60270
H -1.05735 -0.58875 -1.45631
H 2.22586 1.08789 0.80747
H 0.26006 -1.66653 -2.91898

---

#2
22
Properties=species:S:1:pos:R:3 method="wB97M-V/def2-TZVPD" e_lumo_ev="3.300 / 3.267" multiplicity=2 orbital_gap_ev="2.35 / 9.36" charge=-1 homo_ha="0.03480 / -0.22404"
O 4.59011 2.47610 1.58319
O 2.28631 0.23514 0.00778
N -1.94458 -0.46582 0.47794
C -0.67139 1.35464 -0.69386
C -1.67580 -1.47702 -0.52751
C -1.96938 0.91312 -0.03276
C -1.02280 -2.77551 -0.01967
H 2.57294 0.70520 0.80677
H -2.60664 -1.80466 -1.01274
H -0.29895 0.64063 -1.41893
H -0.95465 2.20401 -1.33726
H -2.83677 -0.67374 0.87156
H 0.09739 1.73859 -0.03227
H -0.43478 -3.16540 -0.84078
H 3.00111 -0.33926 -0.15237
H 5.14187 3.23496 1.35505
H -0.27965 -2.59488 0.75187
H -1.73940 -3.44288 0.45249
H -2.83152 1.02285 -0.71286
H -2.16812 1.58223 0.80256
H 4.77638 1.73512 0.97568
H -1.03169 -1.10340 -1.30387

---

The structure with the greatest stability is #2.